(1)
{
  "formula": "C35H49N6O3",
  "method": "ωB97M-V/def2-TZVPD",
  "elements": ["C", "C", "C", "N", "N", "N", "C", "C", "C", "C", "C", "C", "C", "C", "C", "C", "H", "H", "H", "H", "H", "H", "H", "H", "H", "H", "H", "H", "H", "H", "H", "H", "H", "H", "H", "H", "H", "H", "H", "H", "H", "C", "N", "C", "O", "C", "C", "C", "C", "C", "C", "C", "C", "N", "C", "C", "C", "C", "C", "C", "C", "N", "O", "O", "C", "C", "C", "C", "C", "H", "H", "H", "H", "H", "H", "H", "H", "H", "H", "H", "H", "H", "H", "H", "H", "H", "H", "H", "H", "H", "H", "H", "H"],
  "positions_angstrom": [[1.32346, 3.38198, 3.65246], [0.83397, 2.06058, 3.08293], [1.16403, 0.91201, 4.00946], [1.52282, 1.75003, 1.82337], [2.69953, 1.15512, 1.90858], [3.19474, 1.17703, 0.64994], [4.46780, 0.42499, 0.50364], [4.20741, -1.01319, 0.90574], [5.48075, 1.06683, 1.42794], [2.35248, 1.78931, -0.21997], [2.77451, 2.05685, -1.66823], [1.76827, 2.96706, -2.37636], [2.82670, 0.72099, -2.41110], [4.13392, 2.76825, -1.72577], [1.20799, 2.15414, 0.53168], [-0.06599, 2.69249, 0.29238], [0.80431, 3.59597, 4.59408], [2.39981, 3.32537, 3.86478], [1.13546, 4.20872, 2.96031], [-0.22571, 2.11190, 2.82886], [0.73186, 1.08232, 5.00047], [0.76384, -0.02959, 3.62014], [2.25170, 0.81018, 4.10388], [4.77812, 0.48624, -0.53829], [5.14370, -1.58347, 0.87457], [3.80684, -1.03711, 1.92669], [3.48855, -1.49425, 0.23238], [6.41223, 0.48879, 1.42353], [5.71483, 2.09067, 1.11919], [5.07969, 1.08777, 2.44773], [1.68305, 3.92827, -1.85599], [2.11612, 3.15828, -3.40115], [0.78237, 2.49592, -2.43437], [3.57818, 0.04342, -1.98837], [1.84578, 0.22968, -2.35867], [3.07636, 0.90100, -3.46486], [4.93883, 2.20248, -1.24481], [4.41267, 2.91207, -2.77858], [4.06906, 3.75487, -1.24912], [-0.40489, 2.74026, -0.73868], [-0.37706, 3.45150, 1.01802], [-3.49797, -4.65699, -2.31247], [-2.75639, -3.80775, -1.40850], [-1.72979, -4.30612, -0.65649], [-1.36618, -5.48046, -0.63617], [-1.14626, -3.14036, 0.14160], [0.31731, -2.85887, -0.19110], [1.22938, -4.01586, 0.14769], [1.99001, -4.61318, -0.86224], [2.75530, -5.74457, -0.57816], [2.78561, -6.25795, 0.72541], [2.06578, -5.62368, 1.74623], [1.29097, -4.49565, 1.45946], [-2.01973, -2.03061, -0.23250], [-1.79827, -0.78741, 0.24228], [-2.55966, 0.32119, -0.09940], [-2.33932, 1.62135, 0.37004], [-3.29079, 2.66893, 0.07779], [-3.25516, 3.91706, 0.77165], [-4.19519, 4.90907, 0.54498], [-5.22308, 4.69871, -0.40068], [-6.09713, 5.75020, -0.78231], [-6.94686, 5.50886, -1.67262], [-5.98304, 6.87227, -0.24291], [-5.31340, 3.47115, -1.08195], [-4.35476, 2.49564, -0.87259], [-3.05132, -2.39256, -1.22317], [-2.86402, -1.64576, -2.55366], [-4.47672, -2.22818, -0.66758], [-3.05479, -5.65788, -2.29350], [-4.55301, -4.72360, -2.01125], [-3.45607, -4.26360, -3.33770], [-1.25264, -3.37357, 1.21857], [0.38550, -2.62750, -1.26696], [0.62722, -1.95760, 0.35948], [1.93537, -4.20047, -1.87323], [3.31641, -6.22656, -1.37993], [3.37197, -7.15279, 0.94480], [2.09472, -6.00866, 2.76667], [0.70685, -3.99729, 2.23824], [-0.97737, -0.69153, 0.95900], [-3.41934, 0.13434, -0.74429], [-1.64606, 1.74234, 1.21156], [-2.46872, 4.07735, 1.51339], [-4.16351, 5.86085, 1.07026], [-6.13074, 3.32100, -1.78370], [-4.45049, 1.57607, -1.45143], [-1.87560, -1.88772, -2.97119], [-3.64655, -1.95815, -3.25749], [-2.92430, -0.56255, -2.42407], [-4.61900, -2.92804, 0.16770], [-4.66093, -1.21619, -0.29933], [-5.20637, -2.45245, -1.45670]],
  "atomic_forces_ev_per_a": [[0.017, 0.299, -0.012], [0.355, -0.314, 0.008], [-0.307, -0.371, 0.650], [1.230, -0.092, -0.978], [0.537, 0.511, -1.938], [-1.502, 0.026, 2.102], [0.030, -0.003, 0.279], [-0.080, -0.437, -0.036], [0.477, 0.205, 0.109], [0.136, 0.106, -0.379], [-0.301, -0.090, 0.232], [-0.091, 0.068, 0.025], [0.004, -0.203, -0.206], [0.172, 0.095, 0.054], [0.301, -0.538, 0.651], [-0.190, 0.814, -0.979], [0.074, -0.058, -0.215], [-0.253, 0.018, -0.097], [0.082, -0.065, 0.100], [0.020, -0.064, 0.126], [0.059, -0.002, -0.170], [0.090, 0.064, 0.072], [-0.403, 0.039, 0.142], [-0.109, 0.005, 0.271], [-0.227, 0.124, -0.008], [0.167, -0.106, -0.252], [0.085, 0.021, 0.110], [-0.211, 0.113, -0.008], [-0.049, -0.105, 0.071], [0.206, -0.022, -0.225], [-0.104, -0.185, -0.134], [-0.075, -0.069, 0.276], [0.125, 0.140, -0.052], [-0.226, 0.062, -0.216], [0.218, 0.030, -0.079], [-0.050, -0.125, 0.201], [-0.144, 0.268, -0.165], [-0.058, -0.008, 0.264], [0.060, -0.204, -0.095], [0.255, 0.685, 0.342], [-0.153, -0.241, -0.536], [-0.419, 0.004, -0.301], [0.535, -0.268, 0.265], [0.031, -1.219, -0.168], [-0.341, 1.797, 0.062], [-0.171, -0.486, 0.419], [0.284, 0.088, -0.225], [0.127, 0.056, -0.030], [-0.214, -0.136, 0.345], [-0.025, 0.073, 0.229], [-0.098, 0.215, -0.100], [-0.038, 0.155, -0.164], [0.219, -0.285, -0.326], [0.450, 1.122, 0.594], [-0.666, -0.434, -0.291], [0.015, -0.179, -0.336], [0.208, -1.177, 1.677], [-1.077, 1.553, -0.631], [0.145, -0.941, -0.210], [-0.761, 0.196, -0.568], [1.903, -1.688, 0.443], [-2.527, 2.716, -0.997], [1.688, 0.321, 1.748], [0.067, -2.295, -0.793], [0.065, 0.532, 0.211], [0.609, -0.017, 0.656], [-0.308, -0.161, -0.343], [0.182, -0.041, -0.043], [0.067, -0.168, 0.146], [-0.063, 0.312, 0.080], [0.258, -0.054, -0.062], [0.024, -0.145, 0.234], [0.010, 0.090, -0.435], [0.024, -0.021, 0.297], [-0.014, -0.145, -0.128], [0.068, -0.242, 0.265], [-0.123, 0.093, 0.286], [-0.194, 0.308, -0.062], [0.033, 0.061, -0.317], [0.230, -0.245, -0.130], [-0.163, -0.043, -0.311], [0.679, 0.346, 0.199], [-1.051, -0.111, -0.406], [-0.290, 0.015, -0.254], [0.066, -0.215, -0.131], [0.284, 0.050, 0.119], [0.081, 0.309, 0.216], [-0.309, 0.056, 0.063], [0.264, 0.106, 0.156], [-0.023, -0.276, -0.180], [-0.021, 0.198, -0.226], [-0.057, -0.222, -0.097], [0.172, 0.050, 0.251]],
  "lowdin_charge": [-0.030, -0.364, -0.054, -0.032, 0.152, 0.011, -0.365, -0.036, -0.041, -0.058, -0.529, -0.052, -0.032, -0.029, -0.183, -0.030, 0.094, 0.094, 0.082, 0.128, 0.094, 0.080, 0.080, 0.109, 0.098, 0.084, 0.075, 0.096, 0.085, 0.082, 0.099, 0.098, 0.079, 0.072, 0.091, 0.099, 0.065, 0.100, 0.102, 0.054, 0.056, -0.003, -0.037, -0.363, 0.094, -0.162, -0.096, -0.249, -0.043, -0.069, -0.075, -0.068, -0.044, 0.025, -0.001, -0.080, -0.037, -0.176, 0.003, 0.031, -0.141, -0.314, 0.067, 0.078, 0.025, 0.009, -0.460, 0.011, 0.016, 0.102, 0.099, 0.096, 0.168, 0.129, 0.106, 0.114, 0.108, 0.107, 0.107, 0.113, 0.142, 0.057, 0.074, 0.113, 0.126, 0.127, 0.108, 0.103, 0.093, 0.069, 0.107, 0.075, 0.095],
  "lumo_energy_ev": -4.403,
  "gap_ev": 4.880,
  "homo_ev": -9.283,
  "charge": 1
}

=====

(2)
{
  "formula": "C35H50BrClF4FeGeN2O4PSi4",
  "method": "ωB97M-V/def2-TZVPD",
  "elements": ["Fe", "F", "C", "C", "F", "C", "F", "C", "P", "C", "C", "C", "C", "C", "C", "C", "C", "C", "C", "C", "C", "C", "Br", "C", "F", "H", "H", "H", "H", "H", "H", "H", "H", "H", "H", "O", "Cl", "O", "O", "O", "C", "Si", "C", "C", "Ge", "Si", "C", "C", "C", "Si", "C", "C", "C", "H", "H", "H", "H", "H", "H", "H", "H", "H", "H", "H", "H", "H", "H", "H", "H", "H", "H", "H", "H", "H", "H", "H", "H", "H", "H", "H", "C", "Si", "C", "C", "C", "C", "H", "H", "H", "H", "H", "H", "H", "H", "H", "N", "C", "C", "C", "N", "H", "H", "H", "H"],
  "positions_angstrom": [[-0.40421, -0.54835, -0.27675], [4.51533, -1.13167, 4.82148], [3.86251, -1.46277, 3.72131], [4.51596, -2.12072, 2.69640], [5.79731, -2.43219, 2.82488], [3.81639, -2.47156, 1.55545], [4.47661, -3.17605, 0.63538], [2.47912, -2.14709, 1.37278], [1.49563, -2.57015, -0.11501], [2.61768, -2.62699, -1.54465], [3.67681, -1.74134, -1.71157], [4.38169, -1.71559, -2.90387], [4.03126, -2.56158, -3.94674], [2.96896, -3.43878, -3.79305], [2.26507, -3.47019, -2.59873], [1.13112, -4.32353, 0.26209], [2.01881, -5.35692, -0.04027], [1.72621, -6.65752, 0.33652], [0.55415, -6.93867, 1.02701], [-0.32763, -5.91599, 1.33962], [-0.04255, -4.61301, 0.95638], [1.83473, -1.52723, 2.44663], [-0.02388, -1.19496, 2.42604], [2.51393, -1.18548, 3.59814], [1.88938, -0.59989, 4.61496], [3.93788, -1.04475, -0.92645], [5.20159, -1.01994, -3.02051], [4.58140, -2.53277, -4.87788], [2.68468, -4.09955, -4.60136], [1.44750, -4.17240, -2.48540], [2.93535, -5.14054, -0.57296], [2.41671, -7.45428, 0.09409], [0.33069, -7.95531, 1.32254], [-1.24041, -6.13032, 1.87908], [-0.73566, -3.81690, 1.19638], [1.65263, 2.51081, -1.09535], [1.87571, 1.22900, -0.52202], [3.22668, 1.07234, -0.08552], [1.52641, 0.18295, -1.48894], [0.96853, 0.99906, 0.61604], [-2.42049, 4.40238, -2.66082], [-2.37300, 3.41014, -1.06111], [-1.07150, 4.13202, 0.07203], [-4.03717, 3.57266, -0.19865], [-1.97305, 1.08841, -1.52024], [-3.94980, 0.37167, -2.69393], [-5.37264, -0.10218, -1.53944], [-4.59747, 1.77781, -3.76422], [-3.58294, -1.07286, -3.85162], [0.03511, 1.30980, -4.27905], [-0.89435, 1.94678, -5.79170], [1.78030, 2.00139, -4.28432], [0.13010, -0.57411, -4.32409], [-2.13450, 5.43659, -2.45520], [-3.41530, 4.41107, -3.10936], [-1.72294, 4.00390, -3.39905], [-1.35310, 5.14875, 0.35941], [-0.10228, 4.16518, -0.41807], [-0.96252, 3.53916, 0.98214], [-4.33797, 4.62240, -0.15028], [-3.97252, 3.18629, 0.81918], [-4.82291, 3.01920, -0.71601], [-6.04699, 0.75092, -1.44017], [-5.05247, -0.36970, -0.53347], [-5.94709, -0.93086, -1.95934], [-4.92570, 2.61895, -3.15171], [-5.45712, 1.42671, -4.34167], [-3.84460, 2.14443, -4.46412], [-2.80379, -1.72640, -3.46210], [-3.24399, -0.68920, -4.81677], [-4.47563, -1.67540, -4.03386], [-1.01472, 3.03010, -5.75882], [-1.88810, 1.50143, -5.86119], [-0.34557, 1.69762, -6.70566], [1.82216, 3.06795, -4.06871], [2.21068, 1.83417, -5.27807], [2.38973, 1.48019, -3.54961], [-0.76253, -1.01309, -4.77123], [0.24067, -0.97257, -3.31331], [1.00485, -0.88892, -4.90204], [-2.36684, 1.34515, 4.24635], [-3.50500, 0.26763, 3.23310], [-3.55740, -1.48317, 3.89712], [-5.22948, 0.97767, 3.20308], [-2.91170, 0.25600, 1.48289], [-2.62483, 0.58380, 0.33249], [-2.66376, 1.34659, 5.29706], [-2.39889, 2.37352, 3.88286], [-1.33388, 1.00572, 4.18773], [-4.04336, -1.50014, 4.87457], [-2.56074, -1.90899, 4.01761], [-4.13008, -2.13675, 3.23547], [-5.64192, 1.06403, 4.20959], [-5.89600, 0.34861, 2.61112], [-5.21876, 1.96956, 2.74985], [-2.91385, -2.38157, -0.23689], [-3.51083, -3.47088, -0.73974], [-2.64779, -4.01903, -1.66290], [-1.53999, -3.16683, -1.65860], [-1.71514, -2.16955, -0.79753], [-3.26441, -1.66139, 0.39218], [-4.49251, -3.76746, -0.41498], [-2.79984, -4.90105, -2.25738], [-0.64108, -3.21211, -2.25063]],
  "atomic_forces_ev_per_a": [[0.154, 0.312, -0.443], [0.098, 0.053, 0.173], [0.008, -0.090, -0.194], [-0.120, 0.060, 0.048], [0.147, -0.040, -0.001], [-0.125, 0.005, -0.094], [0.080, -0.022, -0.026], [0.133, -0.050, 0.131], [-0.033, 0.090, -0.081], [-0.057, -0.129, -0.053], [-0.008, 0.043, -0.006], [-0.013, -0.001, 0.024], [-0.018, -0.004, 0.009], [0.004, 0.001, -0.008], [0.029, 0.005, 0.029], [0.037, 0.003, 0.049], [-0.036, 0.043, 0.025], [-0.008, -0.010, 0.002], [0.012, 0.003, -0.002], [0.006, 0.029, 0.004], [0.004, -0.015, -0.079], [0.101, -0.034, -0.150], [-0.155, 0.021, 0.269], [-0.137, 0.029, -0.036], [-0.030, 0.059, 0.101], [0.012, -0.010, 0.003], [0.016, 0.014, 0.002], [0.007, 0.000, -0.009], [-0.004, -0.008, -0.004], [-0.013, -0.001, -0.015], [0.019, -0.016, 0.013], [0.015, -0.009, -0.001], [-0.001, -0.010, -0.003], [-0.022, 0.000, 0.008], [-0.038, -0.003, -0.016], [0.032, -0.100, 0.179], [0.171, 0.326, -0.207], [-0.039, -0.061, 0.008], [-0.094, -0.079, 0.122], [-0.223, -0.070, -0.026], [0.024, 0.039, 0.008], [0.027, -0.035, -0.060], [-0.058, -0.016, 0.042], [-0.021, 0.036, -0.035], [0.006, -0.076, 0.444], [0.013, 0.016, -0.067], [0.025, 0.027, -0.013], [-0.020, -0.055, -0.007], [0.004, 0.041, -0.008], [-0.007, -0.057, 0.001], [-0.008, -0.040, 0.025], [-0.058, -0.009, -0.067], [0.008, 0.023, 0.000], [-0.015, 0.039, -0.015], [0.022, -0.025, 0.008], [0.042, 0.002, -0.018], [-0.008, 0.019, 0.000], [0.116, 0.000, -0.034], [0.005, -0.037, 0.012], [-0.011, 0.028, 0.021], [-0.005, -0.029, 0.029], [-0.027, -0.009, -0.007], [-0.023, 0.017, 0.032], [0.035, -0.030, 0.031], [-0.023, -0.018, -0.016], [-0.013, 0.009, -0.004], [-0.022, 0.018, -0.033], [0.019, 0.001, 0.003], [-0.006, -0.035, -0.001], [0.057, -0.006, -0.010], [-0.040, 0.004, -0.002], [0.006, 0.033, -0.003], [-0.018, -0.012, -0.020], [0.000, -0.012, -0.026], [-0.022, 0.029, 0.014], [0.026, 0.004, -0.003], [0.049, -0.006, 0.015], [-0.022, 0.000, -0.012], [0.023, 0.005, -0.007], [-0.004, -0.026, -0.018], [-0.043, -0.025, -0.022], [-0.018, 0.002, -0.081], [0.009, 0.028, -0.012], [0.012, -0.011, -0.018], [0.124, 0.081, 0.026], [-0.106, -0.036, 0.101], [-0.022, -0.001, 0.017], [-0.002, 0.017, -0.015], [0.073, -0.025, 0.004], [-0.002, 0.003, 0.029], [0.040, -0.030, -0.007], [-0.008, -0.013, -0.014], [-0.017, -0.001, 0.032], [-0.034, -0.005, -0.009], [-0.022, 0.033, -0.008], [-0.019, 0.071, -0.050], [-0.016, 0.018, 0.036], [0.034, -0.033, -0.001], [-0.050, 0.048, -0.004], [0.086, -0.290, 0.104], [0.000, 0.007, -0.016], [-0.036, -0.010, 0.008], [-0.006, -0.019, -0.021], [0.036, 0.001, -0.021]],
  "lowdin_charge": [0.388, 0.152, -0.131, -0.129, 0.145, -0.199, 0.111, -0.278, 1.093, -0.368, -0.098, -0.056, -0.077, -0.079, -0.116, -0.344, -0.083, -0.069, -0.078, -0.073, -0.111, -0.520, 0.993, -0.251, 0.095, 0.090, 0.111, 0.104, 0.106, 0.096, 0.106, 0.107, 0.105, 0.106, 0.064, -0.293, 0.678, -0.295, -0.452, -0.445, -0.215, 0.346, -0.213, -0.213, 0.641, 0.355, -0.211, -0.226, -0.219, 0.594, -0.239, -0.228, -0.227, 0.029, 0.016, 0.001, 0.031, 0.011, 0.025, 0.033, 0.009, 0.012, 0.025, -0.010, 0.024, 0.011, 0.034, 0.015, -0.011, 0.019, 0.029, 0.016, 0.002, 0.026, 0.025, 0.029, 0.001, 0.010, -0.020, 0.030, -0.173, 0.398, -0.190, -0.177, -0.221, -0.433, 0.035, 0.036, 0.005, 0.033, 0.000, 0.026, 0.033, 0.032, 0.025, 0.027, -0.073, -0.046, -0.168, -0.066, 0.093, 0.124, 0.103, 0.098],
  "lumo_energy_ev": [0.071, -0.228],
  "multiplicity": 6,
  "gap_ev": [5.993, 7.193],
  "homo_ev": [-5.922, -7.421],
  "charge": 0
}

=====

Looking at largest force on an atom for the records above, in order, we have 0.0747; 0.0110 Eh/bohr.
Looking at DFT total energy for the records above, in order, we have -52162.1949; -273407.1479 eV.
Looking at M for the records above, in order, we have 601.8; 1025.9 u.